The following is a DFT calculation (ωB97M-V/def2-TZVPD) of C7H30AsF6N14O8 as an isolated structure in a non-equilibrium geometry.

```
66
Properties=species:S:1:pos:R:3:forces:R:3:lowdin_charge:R:1
As 12.630660 19.059820 -3.311340 -0.9 0.8 0.7 1.001
F 13.188600 19.214140 -1.640890 -0.3 -0.6 -1.3 -0.243
F 11.008330 18.336660 -2.688270 2.6 1.0 -1.1 -0.291
F 12.030710 18.927150 -5.002560 1.0 0.1 2.0 -0.258
F 14.191720 19.839270 -3.831960 -1.8 -1.0 0.2 -0.273
F 13.336930 17.444490 -3.493650 -0.2 1.8 -0.5 -0.255
F 11.933760 20.708460 -3.127620 0.4 -1.7 -0.4 -0.275
C 8.725390 19.118760 -5.976230 -5.0 1.0 -1.9 -0.814
O 7.640000 19.047080 -6.558820 -0.1 -0.6 -0.2 -0.002
N 8.874020 19.120170 -4.704210 0.8 -1.0 6.8 0.168
N 9.822600 19.475960 -6.516320 4.2 0.8 -3.8 0.179
H 8.191000 19.095700 -3.960590 -0.3 -0.3 -0.8 0.126
H 9.826490 19.070000 -4.371950 -0.5 0.1 0.4 0.047
H 10.650090 19.548270 -5.941750 -0.1 0.3 -1.0 0.067
H 9.805430 19.609270 -7.517340 0.5 0.0 0.3 0.133
C 11.381470 14.812000 -5.659800 2.1 -2.6 -0.4 -0.796
O 10.904960 13.772170 -6.050640 -0.2 -1.2 -0.8 0.041
N 12.676470 15.094970 -5.471130 3.0 -0.6 -0.4 0.157
N 10.714620 15.811180 -5.260130 -5.4 4.5 1.5 0.176
H 12.880110 16.081490 -5.397480 0.5 -0.4 -0.2 0.075
H 13.347710 14.498180 -5.933050 0.0 0.2 0.2 0.112
H 11.071730 16.607580 -4.751870 -0.1 -0.3 -0.3 0.077
H 9.719610 15.749010 -5.421940 0.1 0.3 0.3 0.130
C 11.752910 24.122110 -3.348880 -1.7 2.8 -0.9 -0.919
O 11.650790 25.297560 -3.505760 -0.6 4.0 -0.6 0.060
N 10.889070 23.260350 -3.714710 -6.2 -2.1 -2.9 0.179
N 12.729420 23.549280 -2.882360 9.8 -4.6 4.7 0.192
H 10.108070 23.820520 -4.025120 -0.8 -1.0 -0.2 0.128
H 10.788710 22.300980 -3.415320 0.0 0.5 0.0 0.090
H 13.579700 23.987390 -2.558030 -0.5 0.4 -0.1 0.139
H 12.754970 22.542340 -2.808040 0.0 0.3 0.0 0.078
C 17.536520 18.653860 -3.394500 4.6 0.1 0.3 -0.778
O 18.574400 18.910150 -2.784100 0.1 0.5 0.0 0.005
N 17.532450 18.456110 -4.717700 -0.1 0.4 -2.0 0.147
N 16.429610 18.360030 -2.838340 -4.5 -0.8 2.2 0.183
H 16.712450 17.982100 -5.068430 0.5 0.4 -0.7 0.099
H 18.188460 19.012480 -5.247030 -0.3 -0.5 -0.3 0.107
H 16.380910 18.241390 -1.836510 -0.1 0.2 0.0 0.085
H 15.584740 18.579550 -3.346370 0.1 -0.3 0.5 0.055
C 13.794190 21.429270 -6.899420 -5.5 2.3 -2.2 -0.765
O 13.183090 21.456130 -7.986160 -0.1 0.5 1.2 -0.006
N 14.964810 20.982660 -6.827790 7.6 -4.0 0.1 0.161
N 13.391380 21.942140 -5.723080 -1.4 0.6 0.8 0.166
H 15.384090 20.560650 -7.644010 -0.5 0.1 -0.1 0.124
H 15.289700 20.501790 -6.001160 0.0 0.5 0.3 0.093
H 12.595140 22.563040 -5.698480 0.0 -0.4 0.2 0.102
H 13.899640 21.708340 -4.882180 -0.3 0.4 -0.2 0.069
C 10.978530 21.858450 0.566230 0.4 1.8 -2.6 -0.769
O 10.352920 22.694920 -0.080380 0.0 -0.3 -0.6 0.019
N 10.688160 21.650670 1.800200 -2.0 -0.4 5.4 0.157
N 12.057910 21.221480 0.105060 1.0 -0.7 -1.3 0.168
H 11.129920 21.071760 2.500070 0.3 0.0 -0.7 0.112
H 10.009170 22.299850 2.171210 0.0 -0.2 -0.1 0.119
H 12.070060 21.230250 -0.904830 0.5 -0.4 0.2 0.061
H 12.463360 20.438720 0.598010 -0.1 0.1 -0.3 0.101
C 12.869780 14.786970 -1.115120 3.2 -1.1 -3.1 -0.819
O 13.766650 14.082670 -1.554430 0.9 -0.2 -0.8 0.022
N 12.439700 15.895150 -1.635110 -1.4 2.8 -1.2 0.180
N 12.327230 14.495370 -0.003890 -3.0 -2.2 6.4 0.152
H 12.749850 16.243080 -2.531130 -0.2 -0.5 0.6 0.051
H 11.731520 16.384260 -1.106570 0.2 0.3 -0.6 0.104
H 12.646490 13.638950 0.425900 -0.1 0.1 -0.2 0.121
H 11.385420 14.759320 0.247950 0.2 0.1 -0.1 0.112
O 15.589450 17.782130 -0.009160 0.1 0.3 0.1 -0.042
H 14.693130 17.473460 -0.141620 -0.4 -0.1 -0.2 0.022
H 16.035370 17.049260 0.415460 0.2 -0.2 0.1 0.049
```
Positions in Å, forces in eV/Å.

Properties
- energy (eV) = -122140.767
- spin multiplicity = 1
- energy above the lowest of the compared OMol25 structures with the same formula, charge and spin (eV) = 2.516
- HOMO energy (eV) = -7.36
- net charge = -1


The following is a DFT calculation (ωB97M-V/def2-TZVPD) of a 8-piece molecular cluster, C7H30N6O10 overall in a non-equilibrium geometry.

```
53
Properties=species:S:1:pos:R:3:forces:R:3:lowdin_charge:R:1
C 28.391591 -0.152488 -10.504476 0.0 1.8 0.6 -0.256
C 27.813349 1.239497 -10.112743 1.2 -0.4 -1.8 -0.280
O 26.521719 1.089657 -9.647272 -1.7 0.1 0.5 -0.083
O 28.519243 -0.863713 -9.337560 0.1 -1.7 2.1 -0.067
H 29.423949 -0.053914 -10.840077 -0.1 0.2 -0.8 0.112
H 27.725705 -0.656032 -11.205291 0.1 0.2 -0.3 0.117
H 27.815698 1.821927 -11.034085 -0.3 0.3 -0.1 0.096
H 28.345960 1.831429 -9.368413 0.8 -0.4 -0.1 0.108
H 26.560723 1.053842 -8.688726 -0.2 -0.2 0.0 0.092
H 27.821540 -1.513525 -9.225475 -0.1 0.1 -0.2 0.093
C 29.096073 5.932954 -9.301327 0.4 -1.5 -0.6 -0.190
C 29.936229 4.700526 -9.833099 0.8 0.6 -1.2 -0.212
O 29.545166 4.274848 -11.154888 -1.0 0.7 0.6 -0.101
O 28.028332 5.461859 -8.474886 0.4 0.2 0.0 -0.113
H 28.629599 6.516958 -10.094706 0.1 -0.2 -0.3 0.115
H 29.738852 6.630202 -8.763943 0.2 -0.1 0.2 0.114
H 29.970398 3.858316 -9.142005 -0.7 0.0 0.4 0.099
H 30.992790 4.949321 -9.932425 0.2 0.6 0.3 0.103
H 30.063081 3.547987 -11.508519 0.2 0.0 0.4 0.081
H 28.450823 4.922432 -7.802484 -0.2 -0.1 0.3 0.090
C 25.644423 4.633214 -11.763158 0.3 -3.8 0.7 -0.821
O 25.694603 5.495024 -12.544143 0.4 6.1 -4.3 0.057
N 24.944581 3.557627 -11.978664 -2.6 -2.1 0.1 0.173
N 26.461640 4.430998 -10.770580 2.3 1.3 3.3 0.195
H 25.168533 2.847210 -11.296563 -0.6 -0.9 -1.1 0.087
H 24.642144 3.417965 -12.932138 -0.5 -0.8 0.3 0.064
H 26.166331 3.797590 -10.041405 0.8 0.3 0.1 0.110
H 27.296076 4.999755 -10.752708 -0.3 -0.3 0.6 0.079
C 24.851844 -1.156119 -12.655125 -0.4 -0.9 0.3 -0.795
O 25.367228 -2.159569 -12.183403 0.7 -0.4 0.7 -0.014
N 24.285372 -1.139896 -13.855558 -0.9 -0.2 -2.6 0.134
N 24.677700 0.015499 -12.030916 0.6 -0.1 0.9 0.154
H 23.994612 -0.254889 -14.245847 -0.2 -0.2 -0.1 0.041
H 24.091749 -1.969023 -14.398847 0.4 0.2 0.4 0.101
H 24.223022 0.717076 -12.597633 0.2 0.7 0.7 0.040
H 25.179559 0.087860 -11.157416 -0.3 0.7 -0.1 0.074
C 24.818524 5.190456 -16.303585 0.8 -1.0 -0.7 -0.913
O 24.469235 5.033887 -17.423769 -0.9 -1.1 -4.0 0.032
N 25.651793 4.489246 -15.602230 3.2 -3.9 1.9 0.161
N 24.480108 6.205429 -15.617676 -3.0 6.4 2.9 0.156
H 26.066311 3.632115 -15.939289 -0.4 0.1 0.0 0.067
H 25.678720 4.655618 -14.606392 0.4 -0.2 -0.1 0.059
H 24.722987 6.371344 -14.651450 0.0 -0.1 -0.3 0.094
H 23.974743 6.925639 -16.113665 -0.1 -0.2 0.3 0.117
O 23.710067 1.821541 -14.018572 0.1 -0.2 1.0 -0.200
H 22.869606 2.213304 -14.256032 -0.9 0.3 -0.3 -0.003
H 24.219382 1.836679 -14.828880 0.6 0.1 -1.0 -0.023
O 26.903939 8.041695 -12.043856 0.5 0.6 0.2 -0.070
H 26.128462 8.602713 -12.033116 -0.1 0.1 0.1 0.026
H 26.585888 7.198809 -12.367316 -0.3 -0.8 -0.2 -0.026
O 25.789122 7.179898 -8.594262 -0.4 0.5 0.2 -0.064
H 26.631195 6.758567 -8.422162 0.3 -0.3 0.1 -0.021
H 25.451970 6.733942 -9.371222 0.0 -0.1 -0.3 0.011
```
Positions in Å, forces in eV/Å.

Properties
- energy (eV) = -37161.332
- spin multiplicity = 2
- HOMO energy (alpha / beta) (eV) = 0.15 / -6.90
- <S²> = 0.75
- net charge = -1


The following is a DFT calculation (ωB97M-V/def2-TZVPD) of a 8-piece molecular cluster, C7H31NO7 overall in a non-equilibrium geometry.

```
46
Properties=species:S:1:pos:R:3:forces:R:3:lowdin_charge:R:1
C 0.456064 2.059715 0.543934 -0.3 0.3 -0.8 -0.063
C -0.208327 1.114077 -0.461413 1.1 -0.9 -0.2 -0.231
C -0.419305 -0.353419 0.007111 0.8 1.0 -0.2 -0.180
N 0.219103 -1.280013 -0.957704 0.0 0.3 0.9 -0.224
C -0.453773 -1.261431 -2.273452 0.8 -0.2 0.4 -0.219
C 0.427663 -1.864709 -3.358372 1.4 0.4 0.3 -0.077
C 0.470845 -2.571081 -0.322950 -0.9 -1.4 -0.5 -0.238
C -0.744179 -3.132499 0.419905 -0.7 -0.5 0.0 -0.090
H 1.530038 1.924763 0.673334 -0.1 -0.5 -0.2 0.062
H 0.372276 3.069535 0.129991 -0.2 0.1 0.5 0.087
H 0.012993 1.965126 1.514948 -0.3 0.3 0.5 0.030
H -1.123230 1.497995 -0.895600 0.1 0.3 -0.1 0.077
H 0.522962 1.026656 -1.268346 -0.2 0.2 -0.3 0.077
H 0.106438 -0.417878 0.964146 0.0 -0.4 0.0 0.118
H -1.471548 -0.554856 0.225104 0.0 -0.2 -0.2 0.095
H -0.500398 -0.193906 -2.467274 -0.7 0.0 -0.3 0.099
H -1.442274 -1.726896 -2.234451 -0.2 0.2 0.0 0.118
H 1.463862 -1.601176 -3.104818 -0.1 -0.1 0.2 0.061
H 0.439038 -2.950180 -3.414799 -0.5 0.0 -0.3 0.069
H 0.353555 -1.358247 -4.321270 -0.7 -0.4 -0.1 0.077
H 0.673577 -3.350155 -1.068684 0.3 0.5 -0.3 0.111
H 1.357628 -2.582183 0.317808 -0.1 0.5 0.1 0.116
H -1.005496 -2.574789 1.316680 0.0 -0.1 0.1 0.063
H -0.670531 -4.198059 0.658786 0.7 0.2 0.3 0.075
H -1.638027 -3.187306 -0.215519 0.1 0.6 -0.1 0.077
O 1.767420 3.026456 -3.203720 0.4 0.1 -0.1 -0.047
H 0.895886 2.746776 -2.935855 -0.3 -0.2 0.1 0.009
H 2.360771 2.310129 -2.950163 0.0 0.0 0.0 0.032
O 3.957724 1.167576 0.833814 0.6 0.6 0.2 -0.060
H 3.359443 0.791296 0.187204 -0.2 -0.4 -0.2 -0.025
H 3.731401 0.887602 1.722896 -0.3 -0.2 -0.2 0.031
O -3.020151 1.658916 0.563384 -0.3 0.5 0.2 -0.043
H -2.571119 2.188679 -0.093130 0.0 0.2 -0.2 0.032
H -3.028232 0.763542 0.221203 0.0 -0.2 0.1 0.034
O -3.102950 -0.234580 2.469560 0.2 0.0 0.5 -0.070
H -2.414872 -0.253170 3.145891 0.0 -0.6 -0.1 0.019
H -3.300825 0.705907 2.571073 -0.4 0.0 -0.4 0.004
O 0.222908 0.479816 3.652342 -0.2 -0.2 0.2 -0.047
H 0.589589 1.307042 3.963986 0.4 0.4 -0.1 0.046
H -0.388047 0.287599 4.373086 -0.1 -0.3 0.0 0.047
O -2.069490 2.135544 3.393929 -0.6 1.1 -0.1 -0.056
H -1.447582 1.820151 2.756105 1.2 -1.1 -0.3 -0.027
H -2.479545 2.753042 2.773779 -0.7 0.4 0.5 0.054
O 2.918915 -0.396122 -1.518082 -0.3 0.2 0.5 -0.074
H 1.969889 -0.496422 -1.266850 0.0 -0.3 -0.3 0.003
H 3.319913 -1.148865 -1.067542 0.2 0.1 -0.2 0.050
```
Positions in Å, forces in eV/Å.

Properties
- energy (eV) = -23583.806
- spin multiplicity = 1
- energy above the lowest of the compared OMol25 structures with the same formula, charge and spin (eV) = 1.999
- HOMO energy (eV) = -9.18
- structure (SMILES) = CCCN(CC)CC.O.O.O.O.O.O.O


The following is a DFT calculation (ωB97M-V/def2-TZVPD) of C7H32BNaO7 as an isolated structure in a non-equilibrium geometry.

```
48
Properties=species:S:1:pos:R:3:forces:R:3:lowdin_charge:R:1
Na 1.478280 0.597934 -2.241352 0.0 0.0 0.3 0.526
B 0.518884 -0.071767 0.173599 -0.4 -0.3 -0.1 -0.330
H 0.657907 -0.770017 -0.762320 0.0 -0.8 -0.8 -0.015
H 1.362198 0.744790 0.111427 0.5 0.6 0.3 0.000
H -0.566262 0.414651 0.113590 -0.6 0.1 0.0 0.007
H 0.524937 -0.745785 1.159813 0.2 -0.1 0.4 0.013
C -0.549959 -3.281355 2.036401 0.6 0.5 0.1 -0.163
O -0.426048 -3.229913 0.627309 0.0 -0.1 0.0 -0.140
H -0.937359 -2.333499 2.427049 -0.4 -0.2 0.0 0.066
H -1.169167 -4.134949 2.293904 -0.2 0.1 0.0 0.076
H 0.418416 -3.392503 2.544144 0.0 -0.2 -0.2 0.078
H -0.004127 -2.388589 0.407254 0.0 0.0 0.0 0.001
C 0.462396 -2.742895 -2.705156 -0.6 -0.1 0.4 -0.128
O 1.224376 -1.708154 -3.338660 0.0 0.3 -0.2 -0.134
H 1.115503 -3.370112 -2.105329 0.2 0.2 0.0 0.091
H -0.288530 -2.288541 -2.058594 0.0 -0.2 0.1 0.056
H -0.061836 -3.399909 -3.401869 0.2 0.2 -0.3 0.088
H 0.667441 -1.334233 -4.030358 -0.1 -0.2 -0.1 0.082
C -2.933325 -0.492387 -2.345705 -0.5 -0.2 0.9 -0.157
O -2.507625 -0.909258 -3.624761 0.3 -0.1 -0.1 -0.115
H -2.159404 0.127928 -1.901393 0.0 0.2 -0.3 0.059
H -3.891833 0.036541 -2.361791 0.2 0.3 -0.2 0.081
H -3.095522 -1.298441 -1.617248 0.2 -0.3 -0.3 0.085
H -3.173415 -1.471590 -4.027915 -0.1 0.0 0.1 0.079
C -2.578477 0.620715 2.753182 0.0 0.0 0.2 -0.166
O -1.324078 1.189135 2.426672 -0.1 -0.2 0.0 -0.146
H -2.974558 0.002058 1.941894 0.0 0.0 0.0 0.076
H -2.518855 0.009719 3.661053 0.0 -0.1 -0.1 0.073
H -3.288102 1.424236 2.952405 0.1 0.0 -0.1 0.074
H -0.832821 0.518142 1.927832 0.0 0.3 0.1 -0.005
C -1.394040 3.259700 -0.795982 -0.2 0.5 0.0 -0.142
O -0.491728 2.340710 -1.381322 0.2 0.0 -0.4 -0.166
H -1.161374 3.472080 0.250392 0.1 -0.2 0.0 0.083
H -1.332713 4.207908 -1.331530 0.1 -0.1 -0.1 0.078
H -2.429545 2.912573 -0.860362 0.0 -0.1 0.0 0.079
H -0.533465 1.528921 -0.846383 0.1 0.1 0.2 -0.027
C 3.097129 2.725593 -0.336845 0.3 0.7 0.1 -0.111
O 3.263972 2.014144 -1.580531 0.1 0.0 0.4 -0.142
H 2.034543 2.859296 -0.167969 0.0 -0.1 0.1 0.073
H 3.580281 2.232435 0.508596 -0.3 -0.4 -0.1 0.085
H 3.583458 3.705446 -0.408432 -0.2 0.0 -0.2 0.086
H 4.216703 1.998705 -1.706229 0.0 -0.3 -0.3 0.091
C 2.382223 0.143782 3.278194 0.0 -0.1 0.3 -0.166
O 3.034602 -0.161788 2.062926 0.1 0.1 0.0 -0.147
H 3.045056 0.726563 3.921934 0.1 0.1 -0.2 0.074
H 1.471451 0.724420 3.115759 0.0 0.0 0.0 0.070
H 2.143209 -0.760683 3.850989 -0.2 0.0 -0.2 0.075
H 2.341204 -0.251753 1.391719 0.1 0.0 0.1 -0.006
```
Positions in Å, forces in eV/Å.

Properties
- energy (eV) = -27200.673
- spin multiplicity = 1
- energy above the lowest of the compared OMol25 structures with the same formula, charge and spin (eV) = 0.000
- HOMO energy (eV) = -9.50